1.
{
  "formula": "C39H57F2FeN5O8P2",
  "method": "ωB97M-V/def2-TZVPD",
  "energy_ev": -123601.8972,
  "charge": -1,
  "multiplicity": 2,
  "largest_force_ev_per_a": 2.131,
  "gap_ha": [0.162, 0.142],
  "elements": ["Fe", "C", "C", "C", "O", "P", "O", "C", "P", "O", "O", "C", "C", "C", "O", "C", "C", "C", "O", "C", "C", "C", "H", "H", "H", "H", "H", "H", "H", "H", "H", "H", "H", "H", "H", "H", "H", "H", "H", "H", "H", "H", "H", "H", "H", "H", "H", "H", "H", "H", "H", "H", "N", "C", "C", "C", "C", "C", "N", "C", "C", "C", "C", "C", "N", "H", "H", "H", "H", "H", "H", "H", "H", "H", "F", "C", "F", "H", "C", "C", "C", "C", "C", "C", "C", "C", "C", "C", "H", "H", "H", "H", "H", "H", "H", "H", "H", "H", "H", "H", "C", "N", "C", "C", "C", "O", "N", "C", "O", "H", "H", "H", "H", "H"],
  "positions_angstrom": [[0.85876, -0.12904, -0.02669], [-5.44892, -0.05136, 2.95978], [-4.27404, -1.01433, 2.88044], [-3.77384, -1.39065, 4.26793], [-3.22913, -0.35834, 2.16549], [-2.40172, -1.02713, 0.96867], [-1.53389, -0.01610, 0.37131], [-1.83616, -2.65713, 1.55847], [-0.48912, -3.40094, 0.58241], [0.51100, -2.57066, -0.08049], [0.20498, -4.53053, 1.47713], [-0.51067, -5.40735, 2.34458], [0.01371, -6.81815, 2.12565], [-0.30498, -4.96809, 3.78824], [-1.43123, -4.26238, -0.40991], [-0.98906, -4.76248, -1.69222], [0.40595, -5.37867, -1.65058], [-1.08516, -3.67383, -2.74981], [-3.56458, -1.57828, -0.01015], [-4.24034, -0.61665, -0.85354], [-3.61586, -0.58717, -2.23367], [-5.70779, -1.01509, -0.89116], [-6.29368, -0.52225, 3.46409], [-5.75475, 0.25857, 1.96032], [-5.14934, 0.83809, 3.51613], [-4.58140, -1.91396, 2.33483], [-3.41486, -0.49387, 4.77416], [-2.94219, -2.09167, 4.20516], [-4.57786, -1.83889, 4.85366], [-2.69389, -3.32498, 1.48026], [-1.51496, -2.55701, 2.58946], [-1.57731, -5.38358, 2.09192], [1.08361, -6.84588, 2.33597], [-0.14678, -7.13636, 1.09573], [-0.50103, -7.51078, 2.79293], [0.76116, -4.98027, 4.01644], [-0.83064, -5.64130, 4.46769], [-0.66102, -3.95109, 3.94335], [-1.71639, -5.55044, -1.91150], [1.13831, -4.61023, -1.40515], [0.63950, -5.79858, -2.62942], [0.47003, -6.16910, -0.90235], [-0.54395, -2.78238, -2.42742], [-2.12696, -3.40088, -2.91852], [-0.66007, -4.03626, -3.68771], [-4.14657, 0.37384, -0.39575], [-3.76766, -1.54879, -2.72891], [-2.54452, -0.39811, -2.15672], [-4.07757, 0.19889, -2.83503], [-5.81118, -1.98765, -1.37613], [-6.28051, -0.27770, -1.45484], [-6.11808, -1.08551, 0.11774], [3.81986, 1.89672, 0.53802], [4.05670, 0.68707, -0.07960], [5.35802, 0.46309, -0.55999], [5.66941, -0.72367, -1.17311], [4.66171, -1.68092, -1.30777], [3.41560, -1.38119, -0.80619], [3.10193, -0.23734, -0.18496], [2.75767, 2.43633, 1.25195], [3.02452, 3.35867, 2.21558], [1.99271, 3.84022, 3.07736], [0.71530, 3.47418, 2.88297], [0.37130, 2.54683, 1.78957], [1.46904, 1.98619, 0.98025], [4.65119, 2.45422, 0.62856], [6.10202, 1.24378, -0.44460], [6.66890, -0.91155, -1.54324], [4.84839, -2.62708, -1.79711], [2.59666, -2.08720, -0.88135], [4.05604, 3.63609, 2.40250], [2.25289, 4.49634, 3.89904], [-0.05585, 3.71099, 3.60309], [-0.37288, 1.80094, 2.05643], [-0.46775, -0.29464, 2.95347], [0.80339, -0.60557, 2.32050], [0.94285, -1.98270, 2.71580], [1.51982, -0.09714, 2.99032], [1.85956, 3.88062, -1.42876], [0.66799, 4.12585, -0.49859], [-0.58176, 4.26027, -1.39090], [0.43649, 2.81689, 0.30490], [0.77883, 5.43332, 0.27899], [1.89808, 6.24909, 0.22848], [1.93771, 7.45785, 0.91930], [0.84614, 7.87367, 1.66382], [-0.28765, 7.07799, 1.71150], [-0.31041, 5.86455, 1.03891], [1.77308, 2.89145, -1.87440], [2.80538, 3.89754, -0.89458], [1.89223, 4.63275, -2.22138], [-0.63334, 3.40527, -2.06757], [-0.52848, 5.17746, -1.98023], [-1.49907, 4.28282, -0.80034], [-0.20304, 2.15634, -0.27321], [2.76486, 5.96123, -0.35073], [2.82998, 8.07097, 0.87406], [0.87247, 8.82078, 2.19006], [-1.14825, 7.38366, 2.29475], [-1.20499, 5.25620, 1.07767], [3.46005, 0.79144, -5.88939], [2.43427, 0.49301, -4.91435], [1.33211, -0.21486, -5.27179], [0.39070, -0.55183, -4.37066], [0.59242, -0.15367, -2.99180], [-0.21006, -0.51071, -2.09639], [1.66806, 0.59489, -2.66770], [2.60864, 0.93635, -3.55847], [3.61752, 1.60060, -3.31387], [3.01251, 1.09672, -6.83725], [4.10731, -0.07404, -6.06409], [4.06842, 1.59797, -5.49053], [1.26278, -0.48549, -6.31905], [-0.48736, -1.11712, -4.64622]]
}

=====

2.
{
  "formula": "C15H20Cl2N3OSn",
  "method": "ωB97M-V/def2-TZVPD",
  "e_above_lowest_ev": 1.148,
  "energy_ev": -53243.8074,
  "charge": 3,
  "multiplicity": 1,
  "largest_force_ev_per_a": 2.416,
  "gap_ha": 0.178,
  "elements": ["Sn", "C", "N", "C", "C", "C", "N", "C", "C", "H", "H", "H", "H", "H", "H", "H", "H", "H", "H", "H", "H", "H", "H", "H", "H", "Cl", "C", "C", "C", "Cl", "C", "C", "C", "C", "N", "C", "C", "O", "H", "H", "H", "H"],
  "positions_angstrom": [[-0.11889, 0.21341, -0.62520], [-1.67749, -2.39109, -2.28530], [-0.33469, -2.40189, -1.72120], [-0.25329, -3.35249, -0.62010], [0.68801, -2.63719, -2.74930], [2.06371, -2.17669, -2.28020], [2.05701, -0.73859, -1.95740], [2.11291, 0.08471, -3.16570], [3.16531, -0.39709, -1.06810], [-1.93539, -3.35129, -2.74500], [-1.76659, -1.61729, -3.05380], [-2.41179, -2.20039, -1.49580], [-0.45769, -4.37429, -0.95560], [-0.99549, -3.09779, 0.14130], [0.73741, -3.34049, -0.16470], [0.39761, -2.09329, -3.65020], [0.73681, -3.70069, -3.01560], [2.80551, -2.40439, -3.05660], [2.35731, -2.72889, -1.38620], [3.01861, -0.11339, -3.74840], [2.12191, 1.14641, -2.88830], [1.24501, -0.10699, -3.80350], [4.13871, -0.59749, -1.52880], [3.10361, -0.97409, -0.14050], [3.12611, 0.67151, -0.82560], [-2.82299, 5.01401, -0.13600], [-2.32239, 4.14031, 1.21040], [-2.62689, 4.54171, 2.50360], [-2.20589, 3.83351, 3.63430], [-2.58629, 4.40321, 5.16760], [-1.45259, 2.60201, 3.48530], [-1.03259, 1.80181, 4.55970], [-0.34799, 0.62641, 4.30310], [-0.08609, 0.27261, 2.98070], [-0.47919, 1.01311, 1.95020], [-1.14599, 2.15391, 2.18740], [-1.54569, 2.91071, 0.98890], [-1.23729, 2.49161, -0.13100], [-3.21449, 5.43871, 2.65760], [-1.24199, 2.08861, 5.57760], [-0.02519, -0.01079, 5.11310], [0.44921, -0.64179, 2.73740]]
}

=====

3.
{
  "formula": "H15O7",
  "method": "ωB97M-V/def2-TZVPD",
  "e_above_lowest_ev": 4.145,
  "energy_ev": -14567.1944,
  "charge": 1,
  "multiplicity": 1,
  "largest_force_ev_per_a": 18.403,
  "gap_ha": 0.378,
  "elements": ["O", "H", "H", "H", "O", "H", "H", "O", "H", "H", "O", "H", "H", "O", "H", "H", "O", "H", "H", "O", "H", "H"],
  "positions_angstrom": [[34.22700, 37.52300, 44.26800], [33.51300, 37.91100, 43.91200], [34.10200, 36.44900, 44.27700], [34.27300, 37.75000, 45.27800], [31.88100, 38.02400, 42.70500], [31.50700, 38.78600, 43.04300], [31.22000, 37.74400, 42.01900], [35.63000, 36.23100, 46.67300], [36.24300, 36.94900, 46.33200], [34.88900, 36.72600, 47.07800], [33.78800, 38.92100, 46.52600], [34.25300, 39.20300, 47.32100], [32.93400, 39.05800, 46.96700], [31.66500, 33.88500, 43.06600], [32.12900, 34.19000, 42.28700], [32.12200, 34.52900, 43.74300], [35.33500, 34.81200, 44.09300], [36.05100, 34.74000, 44.40100], [35.23400, 34.17200, 43.37600], [32.67900, 35.24900, 45.27500], [31.83000, 35.11500, 45.65700], [33.44200, 34.82300, 45.63100]]
}

=====

4.
{
  "formula": "C44H59BeN6O5",
  "method": "ωB97M-V/def2-TZVPD",
  "e_above_lowest_ev": 3.975,
  "energy_ev": -66152.2291,
  "charge": 1,
  "multiplicity": 1,
  "largest_force_ev_per_a": 4.242,
  "gap_ha": 0.200,
  "elements": ["Be", "C", "C", "O", "H", "H", "H", "H", "H", "N", "C", "C", "C", "C", "C", "H", "H", "H", "H", "H", "N", "C", "C", "C", "C", "C", "H", "H", "H", "H", "H", "N", "C", "C", "C", "C", "C", "H", "H", "H", "H", "H", "N", "C", "C", "C", "C", "C", "H", "H", "H", "H", "H", "N", "C", "C", "C", "C", "C", "H", "H", "H", "H", "H", "N", "C", "C", "C", "C", "C", "H", "H", "H", "H", "H", "C", "C", "O", "C", "H", "H", "H", "H", "H", "H", "C", "C", "O", "C", "H", "H", "H", "H", "H", "H", "C", "C", "O", "C", "H", "H", "H", "H", "H", "H", "C", "C", "O", "C", "H", "H", "H", "H", "H", "H"],
  "positions_angstrom": [[3.08536, -18.39420, -9.45063], [2.80156, -13.86599, -11.35420], [3.22216, -14.69591, -10.18242], [2.74087, -16.01954, -10.12199], [3.07703, -12.82115, -11.21088], [1.71628, -13.77486, -11.39845], [3.17777, -14.29424, -12.28326], [2.95409, -14.17185, -9.26503], [4.30305, -14.59417, -10.08531], [1.34997, -8.85485, -12.91052], [0.72829, -9.82964, -12.22005], [1.33696, -10.43098, -11.13208], [2.52082, -9.89148, -10.63944], [3.13068, -8.87671, -11.36062], [2.55430, -8.41239, -12.49971], [-0.20913, -10.14616, -12.65302], [0.89194, -11.25860, -10.59973], [3.01757, -10.31983, -9.78145], [4.10475, -8.52936, -11.04929], [2.95704, -7.52891, -12.97264], [2.38420, -17.45473, -7.03402], [2.64741, -18.11833, -5.82802], [2.05680, -17.74441, -4.67714], [1.18727, -16.66215, -4.61908], [0.90919, -15.98375, -5.79122], [1.56376, -16.36398, -6.93184], [3.39889, -18.89365, -5.85156], [2.31514, -18.19421, -3.72986], [0.77397, -16.35194, -3.67074], [0.30346, -15.08966, -5.80049], [1.41339, -15.83256, -7.85994], [2.84754, -13.01362, -15.82355], [3.89903, -13.03206, -16.69730], [5.04389, -12.25519, -16.54160], [5.16732, -11.40872, -15.39835], [4.07351, -11.41825, -14.45812], [2.95623, -12.17177, -14.69292], [3.87484, -13.67565, -17.56425], [5.80898, -12.23972, -17.30370], [5.94664, -10.69495, -15.17564], [4.10223, -10.82949, -13.55317], [2.12260, -12.16740, -14.00631], [7.52049, -13.66233, -12.52691], [8.45685, -14.48214, -13.13422], [8.12309, -15.36022, -14.18529], [6.78170, -15.32461, -14.64144], [5.86140, -14.47606, -14.03053], [6.23545, -13.63227, -13.00101], [9.49541, -14.54471, -12.84459], [8.84597, -15.98782, -14.68524], [6.33209, -15.99074, -15.36290], [4.85724, -14.59085, -14.41117], [5.62575, -12.94430, -12.43413], [-2.17967, -13.67980, -12.68477], [-1.51082, -13.26922, -13.75772], [-0.25898, -13.87008, -14.10470], [0.28963, -14.89537, -13.27216], [-0.37187, -15.18106, -12.07897], [-1.57675, -14.56074, -11.82644], [-2.02909, -12.56285, -14.38927], [0.23222, -13.46115, -14.97528], [1.17670, -15.44821, -13.54397], [-0.02702, -16.02794, -11.50427], [-2.22208, -14.90477, -11.03172], [0.52725, -18.63774, -9.76595], [0.04915, -19.82609, -10.24335], [-1.26436, -20.06807, -10.58976], [-2.20627, -19.07447, -10.43489], [-1.75824, -17.89302, -9.95914], [-0.39640, -17.69411, -9.63555], [0.74478, -20.64750, -10.33163], [-1.46651, -21.02520, -11.04740], [-3.23348, -19.12450, -10.76464], [-2.43434, -17.05106, -9.97910], [-0.03138, -16.71991, -9.34554], [2.50390, -12.21663, -6.47786], [3.42375, -12.60482, -5.30604], [3.34084, -13.69707, -4.74530], [4.40510, -11.46809, -4.86082], [2.77611, -11.29932, -6.99992], [1.48297, -12.00583, -6.15946], [2.43742, -13.06771, -7.15560], [5.05304, -11.09772, -5.65523], [5.10648, -11.73225, -4.06937], [3.85885, -10.62405, -4.43972], [7.35151, -19.57068, -11.61771], [6.20841, -18.62402, -11.30653], [5.18637, -19.04484, -10.74675], [6.44819, -17.16884, -11.64944], [7.80274, -19.83911, -10.66250], [8.14403, -19.06069, -12.16536], [7.01030, -20.45324, -12.15880], [7.51225, -16.99620, -11.48797], [5.93649, -16.53777, -10.92279], [6.11114, -17.03639, -12.67752], [6.23771, -12.70719, -8.24023], [6.22754, -11.33257, -8.88198], [5.30603, -10.53817, -8.65424], [7.45392, -10.88337, -9.75116], [5.46260, -12.73577, -7.47439], [7.15509, -12.77638, -7.65565], [6.13816, -13.54149, -8.93458], [7.17054, -10.12025, -10.47602], [7.89836, -11.74418, -10.25074], [8.20352, -10.36479, -9.15344], [0.75444, -18.22625, -13.44393], [2.24325, -18.27979, -13.03072], [2.62719, -18.88921, -12.03246], [3.19489, -17.35277, -13.73340], [0.09140, -18.80316, -12.79921], [0.76332, -18.70182, -14.42467], [0.27379, -17.24897, -13.39937], [2.95772, -17.25544, -14.79282], [4.21878, -17.70520, -13.60880], [3.12516, -16.35573, -13.29849]]
}

=====

5.
{
  "formula": "C6H11O6PS2",
  "method": "ωB97M-V/def2-TZVPD",
  "e_above_lowest_ev": 3.144,
  "energy_ev": -49640.2553,
  "charge": -2,
  "multiplicity": 1,
  "largest_force_ev_per_a": 5.578,
  "gap_ha": 0.236,
  "elements": ["C", "C", "C", "C", "C", "C", "O", "O", "O", "O", "O", "O", "P", "S", "S", "H", "H", "H", "H", "H", "H", "H", "H", "H", "H", "H"],
  "positions_angstrom": [[-0.83021, 1.47448, -0.12736], [0.61088, 1.21314, 0.08608], [-1.36216, -1.03570, -0.06340], [-0.06675, -1.18809, -0.93885], [-1.66290, 0.37862, 0.52703], [1.62343, 1.95820, -0.32910], [-3.19341, 0.86214, -1.52403], [2.72649, -0.33445, -0.15976], [-4.30620, -0.06472, 0.54089], [-3.43255, 2.24433, 0.52529], [3.97987, 1.52330, -1.13758], [3.84959, 1.41109, 1.28857], [1.45791, -1.60669, -0.30964], [-3.32825, 0.88229, -0.07774], [3.26157, 1.10350, -0.01547], [-1.10970, 2.50278, 0.29313], [-1.29999, 1.60252, -1.12464], [0.79981, 0.32002, 0.70701], [1.39488, -1.33862, 1.07516], [-2.12604, -1.30787, -0.70986], [-1.27867, -1.81960, 0.67394], [-0.25088, -1.45586, -2.06597], [-1.75721, 0.33878, 1.55669], [1.74506, 2.75296, -1.00763], [2.43879, -2.58033, 0.12014], [1.86516, -1.73237, -1.57978]]
}